ORCA calculation (the ωB97M-V functional and the def2-TZVPD basis) on a molecular structure, C46H53Cl3CsN4O2PS7Te in a non-equilibrium geometry.

Results
- maximum force (eV/Å) = 2.43
- frontier orbital gap (eV) = 4.789
- calculated total energy (eV) = -189167.076
- E_HOMO (eV) = -1.79
- energy above the lowest of the compared OMol25 structures with the same formula, charge and spin (kJ/mol) = 17.73

Structure (ORCA input):
```
! wB97M-V def2-TZVPD RIJCOSX def2/J DEFGRID3
* xyz -2 1
Cs -0.151 0.749 -0.368
C 0.256 -3.680 -0.136
C -1.126 -4.289 -0.288
S -2.402 -3.043 -0.662
C -3.497 -3.200 0.789
C -3.989 -1.843 1.259
S -2.698 -0.828 2.034
C -3.113 -0.984 3.788
C -2.622 -2.268 4.453
S -0.802 -2.369 4.572
C -0.343 -3.768 3.487
C 0.864 -3.428 2.611
S 0.441 -2.431 1.161
H 0.519 -3.180 -1.070
H 1.012 -4.452 0.001
H -1.429 -4.835 0.608
H -1.096 -4.993 -1.121
H -2.943 -3.711 1.576
H -4.354 -3.821 0.515
H -4.817 -1.950 1.965
H -4.358 -1.262 0.408
H -4.196 -0.890 3.908
H -2.655 -0.121 4.278
H -2.981 -3.150 3.922
H -3.014 -2.325 5.472
H -1.206 -3.997 2.864
H -0.131 -4.634 4.118
H 1.371 -4.337 2.279
H 1.592 -2.848 3.184
Cl 6.748 3.676 -3.170
C 5.382 2.780 -2.526
C 5.496 1.400 -2.310
C 4.437 0.712 -1.792
C 3.177 1.323 -1.459
O 2.255 0.655 -0.924
C 3.087 2.741 -1.738
C 1.920 3.570 -1.556
N 0.679 3.243 -1.491
C -0.276 4.261 -1.544
C -0.091 5.406 -2.309
C -1.068 6.403 -2.415
C -2.275 6.266 -1.786
C -2.539 5.105 -1.033
C -3.801 4.866 -0.440
C -4.040 3.689 0.195
C -2.977 2.774 0.305
N -1.774 2.994 -0.145
C -1.543 4.098 -0.905
C 4.216 3.426 -2.230
H 6.420 0.890 -2.553
H 4.515 -0.351 -1.605
H 2.185 4.638 -1.512
H 0.822 5.510 -2.881
H -0.871 7.274 -3.030
H -3.048 7.019 -1.892
H -4.573 5.622 -0.534
H -5.010 3.445 0.603
H -3.071 1.917 0.976
H 4.151 4.496 -2.401
C 2.344 0.130 4.627
N 1.300 1.042 5.066
C 0.767 0.691 6.375
C 0.403 1.401 4.059
O 0.435 0.903 2.951
N -0.529 2.361 4.412
C -0.191 3.468 5.284
C -1.530 2.674 3.408
H 3.170 0.177 5.339
H 2.693 0.420 3.641
H 1.980 -0.901 4.571
H 0.432 -0.352 6.391
H -0.075 1.324 6.636
H 1.547 0.816 7.131
H 0.734 3.266 5.815
H -0.992 3.648 6.007
H -0.056 4.383 4.694
H -1.765 1.779 2.842
H -1.180 3.438 2.706
H -2.431 3.035 3.909
Cl -0.500 0.341 -3.635
C -0.835 -1.176 -4.499
Cl -2.575 -1.366 -4.781
H -0.487 -2.018 -3.909
H -0.322 -1.142 -5.453
S 3.488 -5.957 -4.919
P 2.634 -4.518 -3.872
S 0.668 -4.562 -3.648
C 3.341 -4.523 -2.165
C 3.192 -5.700 -1.434
C 3.634 -5.779 -0.122
C 4.221 -4.671 0.481
C 4.376 -3.499 -0.243
C 3.950 -3.429 -1.563
C 3.169 -2.869 -4.532
C 2.522 -1.685 -4.166
C 2.948 -0.461 -4.655
C 4.035 -0.405 -5.517
C 4.693 -1.572 -5.876
C 4.265 -2.800 -5.385
H 2.721 -6.552 -1.912
H 3.511 -6.701 0.436
H 4.552 -4.722 1.512
H 4.820 -2.626 0.220
H 4.070 -2.510 -2.119
H 1.715 -1.739 -3.443
H 2.448 0.446 -4.341
H 4.380 0.550 -5.892
H 5.547 -1.530 -6.542
H 4.760 -3.721 -5.667
Te -4.571 0.603 -1.928
C -6.128 1.863 -1.330
C -6.475 3.097 -1.815
C -7.549 3.731 -1.124
C -8.034 2.987 -0.095
S -7.170 1.490 0.022
H -5.953 3.539 -2.652
H -7.945 4.704 -1.388
H -8.844 3.222 0.577
*
```



ORCA calculation (the ωB97M-V functional and the def2-TZVPD basis) on C25H33NO6 in the gas phase.

Results
- maximum force (eV/Å) = 0.79
- frontier orbital gap (eV) = 8.597
- calculated total energy (eV) = -40235.489
- E_HOMO (eV) = -7.96
- energy above the lowest of the compared OMol25 structures with the same formula, charge and spin (kJ/mol) = 264.13

Structure (ORCA input):
```
! wB97M-V def2-TZVPD RIJCOSX def2/J DEFGRID3
* xyz 0 1
C 1.903 1.162 5.825
C 2.549 1.353 4.461
H 2.917 2.379 4.357
H 3.367 0.646 4.305
O 1.625 1.086 3.404
C 0.822 2.082 3.033
O 0.821 3.172 3.548
C -0.068 1.706 1.855
C -0.190 0.188 1.700
N -1.056 -0.118 0.579
C -2.410 0.329 0.847
C -2.443 1.846 1.010
C -1.468 2.292 2.094
H -1.409 3.380 2.139
H -1.826 1.940 3.065
H -2.190 2.316 0.060
H -3.455 2.158 1.275
H -3.041 0.029 0.007
H -2.808 -0.148 1.763
C -1.018 -1.519 0.204
C -1.534 -1.733 -1.196
C -2.173 -2.915 -1.536
C -2.612 -3.139 -2.836
C -2.404 -2.152 -3.807
C -1.765 -0.960 -3.455
C -1.330 -0.754 -2.157
H -0.851 0.164 -1.863
O -1.619 -0.062 -4.493
C -1.016 1.175 -4.212
H -1.019 1.726 -5.151
H -1.583 1.735 -3.462
H 0.016 1.051 -3.869
O -2.829 -2.360 -5.083
H -2.603 -1.572 -5.595
O -3.248 -4.264 -3.265
C -3.495 -5.287 -2.335
H -4.140 -4.944 -1.518
H -4.008 -6.070 -2.891
H -2.566 -5.689 -1.918
H -2.324 -3.663 -0.775
H -1.583 -2.152 0.911
H 0.028 -1.847 0.243
H 0.797 -0.241 1.517
H -0.575 -0.241 2.644
C 0.584 2.342 0.601
C 1.964 1.811 0.341
C 3.075 2.376 0.950
C 4.334 1.842 0.729
C 4.498 0.754 -0.104
C 3.390 0.188 -0.736
C 2.130 0.722 -0.508
H 1.256 0.296 -0.974
O 3.644 -0.877 -1.551
C 2.576 -1.446 -2.267
H 3.012 -2.250 -2.858
H 2.108 -0.720 -2.939
H 1.811 -1.862 -1.603
H 5.471 0.327 -0.287
H 5.196 2.281 1.208
H 2.956 3.234 1.595
H -0.054 2.122 -0.253
H 0.621 3.422 0.754
H 1.101 1.884 5.958
H 2.644 1.312 6.605
H 1.494 0.158 5.911
*
```



ORCA calculation (the ωB97M-V functional and the def2-TZVPD basis) on 8 unconnected molecules or ions with the total composition C30H43N8O13 in a non-equilibrium geometry.

Results
- maximum force (eV/Å) = 17.51
- frontier orbital gap (eV) = 7.452
- calculated total energy (eV) = -70317.485
- E_HOMO (eV) = -6.57
- energy above the lowest of the compared OMol25 structures with the same formula, charge and spin (kJ/mol) = 422.29

Structure (ORCA input):
```
! wB97M-V def2-TZVPD RIJCOSX def2/J DEFGRID3
* xyz -1 1
N -1.622 -0.245 -0.280
O -1.630 0.864 -0.899
O -2.319 -1.169 -0.814
O -0.509 -0.612 0.221
C 0.189 3.800 3.039
C 1.369 4.667 3.230
C 2.768 3.877 2.933
C 2.725 2.396 2.541
C 1.431 1.825 2.376
C 0.173 2.574 2.674
N 4.029 1.673 2.174
O 3.907 0.530 1.753
O 5.007 2.201 2.428
H -0.688 4.267 3.119
H 1.390 5.614 3.538
H 3.783 4.294 2.973
H 1.508 0.730 1.941
H -0.832 2.054 2.576
C -2.693 3.602 0.456
C -2.452 5.104 0.715
C -3.107 5.735 2.007
C -3.705 4.780 3.070
C -4.217 3.451 2.596
C -3.553 2.911 1.296
N -4.204 5.487 4.370
O -3.499 6.524 4.572
O -5.089 4.946 4.939
H -2.403 3.102 -0.424
H -2.056 5.619 0.101
H -2.878 6.796 2.096
H -4.828 2.914 3.337
H -3.834 1.914 1.141
C 1.364 -3.634 3.065
C 2.147 -4.500 4.178
C 3.833 -4.590 4.058
C 4.431 -3.890 2.788
C 3.698 -2.797 2.135
C 2.136 -2.836 2.223
N 5.868 -4.062 2.600
O 6.424 -3.400 1.597
O 6.589 -4.475 3.452
H 0.299 -3.591 3.181
H 1.689 -5.109 4.981
H 4.491 -5.025 4.736
H 4.203 -2.033 1.478
H 1.237 -2.485 1.684
C -5.539 0.610 -3.257
O -6.590 0.087 -3.556
N -4.803 1.408 -4.013
C -3.595 1.975 -3.762
C -5.493 1.819 -5.295
H -5.163 0.320 -2.191
H -3.096 1.159 -2.922
H -3.638 3.048 -3.380
H -2.840 1.850 -4.610
H -5.441 0.778 -5.879
H -4.921 2.627 -5.846
H -6.329 2.148 -4.921
C 3.555 2.712 -1.234
O 4.691 3.102 -1.488
N 2.743 2.005 -2.022
C 1.355 1.851 -1.705
C 3.283 1.266 -3.080
H 3.012 3.003 -0.250
H 1.113 0.925 -1.062
H 0.690 1.764 -2.569
H 0.793 2.499 -1.226
H 4.190 0.873 -2.885
H 3.391 1.815 -4.091
H 2.757 0.397 -3.178
C 2.488 -1.997 -1.926
O 3.482 -2.711 -1.748
N 1.609 -2.307 -2.935
C 0.310 -1.622 -3.097
C 1.827 -3.544 -3.725
H 2.050 -1.047 -1.372
H 0.162 -0.667 -2.583
H -0.772 -1.964 -3.192
H 0.512 -1.105 -4.068
H 1.704 -4.456 -3.106
H 2.791 -3.465 -4.123
H 1.228 -3.321 -4.474
C -2.294 -4.365 0.523
O -3.215 -4.786 1.305
N -1.026 -5.037 0.428
C -0.074 -4.555 -0.560
C -0.975 -6.316 0.889
H -2.325 -3.336 0.076
H -0.624 -4.713 -1.454
H 0.893 -4.915 -0.710
H 0.043 -3.590 -0.535
H -0.365 -6.891 0.092
H -1.909 -6.939 0.963
H -0.216 -6.187 1.804
*
```



ORCA calculation (the ωB97M-V functional and the def2-TZVPD basis) on 2 unconnected molecules or ions with the total composition C10H16O in a non-equilibrium geometry.

Results
- maximum force (eV/Å) = 3.50
- frontier orbital gap (eV) = 9.282
- calculated total energy (eV) = -12675.791
- E_HOMO (eV) = -8.39
- energy above the lowest of the compared OMol25 structures with the same formula, charge and spin (kJ/mol) = 186.63

Structure (ORCA input):
```
! wB97M-V def2-TZVPD RIJCOSX def2/J DEFGRID3
* xyz 0 1
C 0.706 -2.410 -0.228
C -0.289 -2.769 0.925
C 0.255 -2.732 -1.623
H 1.000 -1.382 -0.094
H 1.595 -2.946 0.003
H -0.082 -3.834 1.119
H -1.275 -2.546 0.424
H -0.626 -3.490 -1.623
H -0.081 -1.797 -2.162
H -0.396 -2.195 1.823
H 1.016 -3.211 -2.298
C 1.213 1.966 2.480
C -1.376 0.638 0.160
C -0.721 0.957 1.396
C -0.776 0.917 -1.056
C 0.609 1.462 1.257
C 0.563 1.352 -1.089
C 1.253 1.621 0.079
O -1.419 0.627 -2.239
H -2.434 0.239 0.099
H -1.309 0.719 2.333
H -2.074 -0.060 -2.067
H 1.077 1.391 -2.082
H 1.572 1.096 3.030
H 0.455 2.351 3.224
H 2.262 1.920 0.039
H 2.030 2.717 2.332
*
```



ORCA calculation (the ωB97M-V functional and the def2-TZVPD basis) on C2H3N3O in the gas phase.

Results
- maximum force (eV/Å) = 0.92
- frontier orbital gap (eV) = 8.552
- calculated total energy (eV) = -8637.465
- E_HOMO (eV) = -10.05
- energy above the lowest of the compared OMol25 structures with the same formula, charge and spin (kJ/mol) = 292.32

Structure (ORCA input):
```
! wB97M-V def2-TZVPD RIJCOSX def2/J DEFGRID3
* xyz 0 1
N -1.099 -1.368 0.326
C -0.529 -0.183 0.007
N 0.881 -0.216 0.086
C 1.239 0.953 -0.286
N 0.965 2.099 -0.684
O -1.154 0.816 -0.334
H -0.531 -2.077 0.760
H -2.094 -1.388 0.471
H 2.323 1.365 -0.347
*
```



ORCA calculation (the ωB97M-V functional and the def2-TZVPD basis) on 2 unconnected molecules or ions with the total composition C23H34BBrNO2 in a non-equilibrium geometry.

Results
- maximum force (eV/Å) = 2.31
- frontier orbital gap (eV) = 5.708
- calculated total energy (eV) = -100699.542
- E_HOMO (eV) = -9.45

Structure (ORCA input):
```
! wB97M-V def2-TZVPD RIJCOSX def2/J DEFGRID3
* xyz 1 1
C 1.444 -8.264 -1.419
O 0.330 -7.660 -2.115
C -0.002 -6.380 -1.809
C -1.151 -5.845 -2.458
C -1.597 -4.591 -2.120
C -0.927 -3.807 -1.143
C -1.434 -2.523 -0.751
C -0.792 -1.723 0.130
C -1.394 -0.469 0.662
C -0.795 0.055 1.949
C -1.621 0.574 2.955
C -1.061 1.231 4.037
C 0.354 1.377 4.098
O 0.834 2.121 5.128
C 2.263 2.321 5.216
C 1.198 0.816 3.100
C 0.597 0.182 2.015
C 0.247 -4.336 -0.540
C 0.722 -5.596 -0.867
H 1.497 -9.273 -1.823
H 2.379 -7.720 -1.618
H 1.265 -8.295 -0.333
H -1.664 -6.466 -3.198
H -2.482 -4.171 -2.602
H -2.400 -2.206 -1.169
H 0.257 -1.886 0.384
H -2.496 -0.478 0.644
H -2.705 0.460 2.856
H -1.680 1.639 4.837
H 2.388 2.909 6.123
H 2.794 1.362 5.307
H 2.640 2.875 4.344
H 2.291 0.877 3.164
H 1.232 -0.243 1.228
H 0.784 -3.752 0.206
H 1.622 -5.991 -0.385
C 1.923 3.710 -0.210
C 1.143 2.533 -0.780
N -0.087 2.981 -1.563
C -0.980 3.831 -0.644
C -1.395 3.133 0.627
C 0.366 3.846 -2.727
C -0.850 4.123 -3.598
B -0.835 1.896 -2.401
Br 0.219 0.502 -3.156
H -1.099 0.229 -0.057
H 2.829 3.347 0.303
H 2.277 4.387 -0.995
H 1.360 4.293 0.530
H 1.773 1.954 -1.460
H 0.816 1.853 0.016
H -0.426 4.754 -0.412
H -1.867 4.100 -1.219
H -2.121 3.753 1.180
H -1.909 2.183 0.452
H -0.566 2.964 1.325
H 0.843 4.750 -2.323
H 1.116 3.243 -3.257
H -0.504 4.722 -4.448
H -1.344 3.226 -4.017
H -1.620 4.703 -3.078
H -1.999 1.861 -2.121
*
```